No. 1
106
Properties=species:S:1:pos:R:3:forces:R:3 method="wB97M-V/def2-TZVPD" orbital_gap_ev="3.99 / 4.34" total_charge=-1 homo_energy_ev="-1.7 / -2.1" e_above_lowest_kj_mol=0.0 spin_multiplicity=6 s2=8.791
Mn 0.01207 0.12425 0.01898 -0.740 -0.245 1.931
C -2.71122 -1.82956 1.39021 -0.788 -0.027 0.730
C -2.19569 -2.97125 0.54873 -0.339 -0.630 -0.876
C -1.42376 -4.03764 1.35086 -0.072 0.137 -0.357
C -1.43700 -2.51577 -0.69629 0.159 0.438 -1.716
C -1.15036 -3.32984 -1.84294 -0.318 0.161 0.853
C -0.67705 -2.48514 -2.83659 -0.120 -0.119 0.349
C -0.24211 -2.99461 -4.20080 -0.961 0.082 0.245
C -0.95171 -2.36049 -5.41703 -0.455 0.349 0.575
C 1.27467 -3.01231 -4.28511 0.344 -0.469 0.357
N -0.65095 -1.20858 -2.34783 -0.652 -1.707 1.279
N -1.14155 -1.24350 -1.02240 -0.064 -0.957 -0.893
B 0.03245 0.06192 -2.86227 -0.295 0.585 -0.699
N -0.80725 1.29986 -2.34383 -1.248 0.996 1.494
N -0.56883 1.73986 -1.02706 0.416 0.661 -0.885
C -1.53959 2.54518 -0.60251 -0.600 -0.393 -2.191
C -2.51061 2.62448 -1.65857 0.688 -0.615 0.472
C -2.01714 1.81669 -2.68896 -0.171 0.253 -0.481
C -2.68083 1.66804 -4.07155 1.005 1.737 1.349
C -1.68153 1.92487 -5.20375 -0.191 -0.345 -0.772
C -3.53014 0.43637 -4.13011 -0.326 -0.467 -0.380
C -1.52365 3.33970 0.67357 -0.597 1.043 -0.658
C -2.51427 2.79823 1.70148 0.702 -0.639 0.559
C -0.11354 3.67065 1.14627 0.427 -0.270 -0.517
N 1.45648 0.24457 -2.29730 1.397 -0.776 1.352
N 1.68129 -0.14911 -0.97255 1.103 -0.346 -0.871
C 2.92078 0.19673 -0.59873 -0.802 -0.272 -0.808
C 3.50894 0.82104 -1.69706 0.408 0.482 -0.371
C 2.60263 0.79059 -2.75473 -0.002 0.297 0.548
C 2.90336 1.27414 -4.14201 0.566 1.082 0.411
C 2.62364 0.29908 -5.23643 0.157 -1.031 -0.941
C 2.28552 2.64466 -4.46594 -0.480 -0.303 -0.429
C 3.70630 -0.21478 0.64440 -1.254 0.225 -0.048
C 2.96376 -0.74060 1.88336 -0.608 0.567 -0.840
C 4.70530 -1.24446 0.17548 0.358 -0.269 -0.115
H -3.29535 -2.18718 2.26570 0.233 -0.064 -0.564
H -1.93307 -1.20234 1.80194 0.396 0.079 -0.017
H -3.36263 -1.17848 0.80920 -0.076 0.051 -0.112
H -3.07628 -3.50980 0.08406 0.653 0.473 0.547
H -0.47792 -3.65315 1.72158 0.165 0.124 -0.005
H -2.00347 -4.35710 2.21706 -0.101 0.015 -0.033
H -1.22892 -4.91536 0.72316 0.063 0.110 0.135
H -1.32551 -4.41583 -1.87967 0.169 0.736 -0.254
H -0.62273 -4.02220 -4.15731 0.299 -0.018 -0.180
H -0.59272 -1.35347 -5.61085 0.222 0.051 -0.184
H -0.83126 -2.98382 -6.29662 0.280 -0.043 -0.184
H -2.04294 -2.24863 -5.27521 0.444 -0.216 0.221
H 1.68950 -2.04637 -3.98298 -0.003 -0.250 0.170
H 1.65914 -3.83751 -3.63521 -0.091 0.856 -0.397
H 1.61979 -3.19151 -5.29766 0.021 -0.169 -0.286
H 0.10139 -0.01209 -4.07369 -0.169 0.220 0.548
H -3.47034 3.14182 -1.60496 0.462 -0.083 -0.275
H -3.32115 2.57475 -4.02342 -0.054 -0.596 -0.485
H -1.00601 1.08019 -5.43356 -0.287 0.408 0.376
H -2.24114 2.11121 -6.12700 -0.054 -0.077 -0.004
H -1.09537 2.83557 -5.04072 -0.007 -0.261 0.233
H -2.95406 -0.46822 -3.92515 0.044 0.019 -0.059
H -4.28229 0.53035 -3.35170 -0.202 -0.212 0.031
H -4.03351 0.32728 -5.10283 0.118 0.019 0.225
H -1.98530 4.32753 0.38602 0.465 -0.735 -0.070
H -2.13992 1.88043 2.19263 -0.147 0.348 -0.280
H -2.68637 3.54476 2.46965 0.012 0.119 0.223
H -3.46149 2.58994 1.22173 -0.281 -0.115 -0.148
H 0.39823 2.82520 1.59917 -0.117 -0.235 0.007
H 0.52297 3.99570 0.29658 -0.448 -0.064 0.380
H -0.15340 4.46647 1.87145 0.009 0.336 0.355
H 4.47208 1.32019 -1.66291 -0.041 -0.309 -0.372
H 3.99585 1.40859 -4.09532 -0.217 0.088 -0.148
H 1.55124 0.19016 -5.41766 0.169 -0.082 -0.018
H 3.09425 0.62812 -6.17362 -0.177 0.108 0.162
H 3.05799 -0.69510 -5.03405 -0.270 0.340 0.058
H 1.20779 2.56922 -4.63708 -0.018 -0.153 0.261
H 2.44989 3.37097 -3.69557 0.102 0.310 0.599
H 2.67103 3.07289 -5.38948 0.332 -0.170 -0.150
H 4.17859 0.71567 0.96033 0.528 -0.054 -0.048
H 2.20809 -1.49321 1.62879 0.216 0.101 0.129
H 3.68438 -1.14904 2.56632 0.406 -0.353 0.336
H 2.44971 0.07542 2.38580 -0.187 -0.155 0.010
H 4.22306 -2.14474 -0.22702 -0.113 0.211 0.179
H 5.34023 -0.85166 -0.60611 0.303 0.064 -0.216
H 5.31016 -1.53297 1.02326 0.359 -0.222 0.159
C -0.10092 0.09442 1.92830 -0.099 0.077 5.026
C -0.08562 0.08700 3.21824 0.087 0.739 -4.670
C 0.00411 0.16004 4.58895 0.133 -0.356 0.509
C -0.38664 1.36820 5.28735 0.521 -0.297 -0.040
C -0.91600 1.36576 6.60246 -0.173 0.308 0.041
C -1.28619 2.55326 7.22839 -0.041 -0.314 -0.494
C -1.06969 3.77529 6.58941 -0.367 -0.426 -0.025
C -0.57407 3.78067 5.28683 0.057 0.230 0.080
C -0.23806 2.60649 4.63224 -0.135 0.439 0.223
C 0.39025 -1.06097 5.26193 -1.266 1.209 1.193
C 0.86762 -1.03305 6.60076 0.174 -0.807 -0.455
C 1.07935 -2.22503 7.27228 -0.105 0.779 0.405
C 0.72382 -3.43238 6.71858 0.048 -1.527 -0.043
C 0.25103 -3.47776 5.40898 0.033 0.648 -0.624
C 0.05275 -2.28822 4.69760 0.593 -1.450 0.186
H -1.06906 0.41785 7.12253 -0.075 0.313 -0.265
H -1.85002 2.50361 8.15917 0.387 0.093 0.056
H -1.37509 4.68754 7.06775 -0.023 0.328 0.100
H -0.45798 4.75109 4.80604 0.097 -0.179 -0.128
H 0.17795 2.62621 3.62288 -0.211 -0.072 0.406
H 1.01539 -0.10294 7.13301 0.293 0.023 -0.292
H 1.50160 -2.19139 8.27052 -0.133 -0.044 0.114
H 0.78334 -4.35131 7.32315 0.189 0.409 -0.417
H 0.07472 -4.41212 4.87426 -0.223 0.030 0.432
H -0.38316 -2.31813 3.70034 0.182 0.079 0.171

No. 2
109
Properties=species:S:1:pos:R:3:forces:R:3 method="wB97M-V/def2-TZVPD" orbital_gap_ev="7.57 / 5.44" homo_energy_ev="-7.3 / -7.3" e_above_lowest_kj_mol=17.9 spin_multiplicity=2 s2=0.758
Cu -0.90280 -1.27865 0.34225 -0.338 0.065 -0.045
C -4.45666 0.81780 -0.51557 -0.024 -0.016 -0.023
C -3.01232 0.42622 -0.28806 0.114 -0.227 0.066
O -2.10518 1.22708 -0.48130 -0.086 0.237 0.055
O -2.80144 -0.79202 0.09976 -0.232 -0.003 -0.014
H -4.62272 1.83323 -0.15979 0.000 -0.003 -0.019
H -5.14228 0.12790 -0.02531 0.010 0.015 -0.005
H -4.65369 0.80086 -1.59089 0.007 -0.009 0.026
C 1.04079 -2.01225 3.30724 0.123 -0.077 0.108
Te -0.96960 -2.41049 2.70313 -0.109 0.309 0.228
C -1.36271 -0.73908 3.99793 0.131 0.059 0.136
C -0.27395 -0.81044 5.04542 -0.044 -0.030 -0.022
C -0.42773 -0.29349 6.32738 0.004 0.025 -0.042
C 0.60248 -0.38718 7.25331 0.028 -0.027 -0.044
C 1.79998 -0.99548 6.89912 -0.054 0.020 -0.013
C 1.95821 -1.52071 5.62421 -0.028 0.017 -0.016
C 0.92372 -1.44120 4.69926 -0.020 -0.027 -0.075
H 1.47467 -1.28168 2.62461 0.015 0.013 -0.037
H 1.63251 -2.92470 3.26339 -0.037 0.002 0.038
H -2.35623 -0.79994 4.43666 -0.015 -0.047 -0.017
H -1.29901 0.17970 3.41283 0.004 0.007 0.017
H -1.36368 0.17957 6.60335 0.024 -0.007 -0.002
H 0.46772 0.00643 8.25287 0.004 0.007 -0.015
H 2.60610 -1.06973 7.61814 -0.015 -0.004 -0.007
H 2.88869 -2.00292 5.34652 -0.026 0.004 0.007
Se -2.03279 -5.26716 -1.20911 0.073 0.141 0.147
C -0.83882 -4.82437 0.09988 -0.235 0.042 -0.243
N -0.11297 -4.46177 0.92389 0.286 -0.241 -0.019
Te -4.10760 -3.17792 -0.11022 0.099 -0.162 -0.020
C -5.44179 -4.78383 -0.42402 -0.034 -0.028 -0.087
C -5.51904 -5.46999 -1.63490 -0.041 -0.040 0.076
C -6.41953 -6.51347 -1.78230 0.001 0.004 0.058
C -7.24334 -6.88081 -0.72233 0.031 0.030 -0.026
C -7.15829 -6.20814 0.48686 0.051 0.009 -0.010
C -6.25870 -5.15749 0.63598 -0.048 -0.068 -0.010
C -4.38000 -2.35794 -2.02223 0.020 0.084 -0.033
C -5.64694 -2.32966 -2.59279 0.027 0.064 -0.057
C -5.83699 -1.67709 -3.80537 0.033 -0.019 0.032
C -4.77206 -1.04401 -4.43196 -0.001 -0.010 0.039
C -3.50470 -1.08987 -3.86366 -0.022 -0.015 0.014
C -3.30260 -1.75409 -2.66258 -0.034 -0.062 -0.084
H -4.87897 -5.19041 -2.46345 -0.017 0.013 -0.002
H -6.47147 -7.04871 -2.72230 -0.019 0.020 0.012
H -7.95076 -7.69145 -0.84241 0.026 -0.003 0.005
H -7.78944 -6.49817 1.31737 -0.001 0.015 -0.017
H -6.20024 -4.63293 1.58351 -0.019 0.003 -0.022
H -6.48479 -2.80767 -2.10022 0.011 0.018 -0.004
H -6.82179 -1.66185 -4.25422 -0.005 0.036 0.014
H -4.93002 -0.51019 -5.36060 0.008 -0.043 -0.007
H -2.66822 -0.60372 -4.35028 -0.019 -0.014 0.007
H -2.31266 -1.79070 -2.22692 -0.010 0.035 0.024
C 6.46013 1.82066 2.11785 -0.001 -0.033 -0.014
C 5.49272 2.27655 1.03340 0.025 -0.119 0.024
N 4.87210 1.16858 0.30060 0.125 0.033 0.018
C 5.37149 0.86970 -1.03663 -0.043 -0.049 0.071
C 6.71768 0.15608 -1.03953 0.034 0.014 0.031
C 3.84172 0.53831 0.91029 -0.028 -0.019 0.120
O 3.44927 0.85575 2.02622 0.009 0.025 -0.033
C 3.10461 -0.55292 0.18727 -0.019 0.125 -0.028
C 3.66276 -1.72157 -0.29940 0.146 -0.095 -0.046
C 2.83158 -2.66514 -0.87739 -0.009 -0.042 -0.063
C 1.47017 -2.42703 -0.92370 -0.118 0.050 -0.088
N 0.91154 -1.32142 -0.41210 0.424 -0.126 0.099
C 1.72930 -0.40428 0.11745 -0.093 -0.002 -0.042
H 6.95015 2.68459 2.57010 -0.019 -0.016 -0.003
H 7.23117 1.16335 1.71230 -0.005 0.035 0.008
H 5.91947 1.28551 2.89726 0.011 -0.008 -0.011
H 5.99908 2.90146 0.29697 0.006 -0.002 -0.024
H 4.69352 2.86035 1.48833 -0.029 0.061 -0.020
H 5.45532 1.81626 -1.57331 -0.029 0.023 -0.079
H 4.62631 0.27686 -1.56246 -0.004 0.036 -0.010
H 7.51644 0.81087 -0.68620 -0.028 -0.030 0.008
H 6.97026 -0.16512 -2.05168 0.003 0.029 0.023
H 6.69619 -0.72353 -0.39274 0.010 0.018 -0.038
H 4.72872 -1.90325 -0.21960 -0.048 0.024 -0.037
H 3.22635 -3.58789 -1.27907 -0.017 0.005 0.009
H 0.79470 -3.14179 -1.37489 0.007 -0.014 0.079
H 1.26562 0.48625 0.52164 0.041 -0.148 0.041
C -0.07825 5.62832 -2.02674 -0.069 -0.034 -0.122
C -0.42597 4.20841 -2.46922 -0.158 0.098 0.219
C -1.94153 3.98922 -2.40203 0.019 0.078 -0.150
Sb 0.51131 2.49522 -1.51041 0.237 -0.227 -0.171
C 2.55741 2.72784 -2.26707 -0.001 0.099 -0.189
C 2.73146 1.68407 -3.37515 0.093 0.036 0.071
C 2.97660 4.10733 -2.76977 0.048 -0.059 0.041
C 1.02416 3.04970 0.53932 -0.248 0.192 0.078
C -0.01335 2.49936 1.52476 0.162 0.078 0.084
C 1.28426 4.52858 0.82660 0.105 -0.128 0.050
H -0.50356 6.35244 -2.73251 -0.005 -0.034 0.032
H 0.99151 5.81489 -1.97445 0.029 -0.004 0.016
H -0.50825 5.84663 -1.04958 0.001 -0.005 0.021
H -0.09399 4.06505 -3.50362 -0.019 0.022 -0.027
H -2.30478 4.07061 -1.37425 0.021 -0.017 -0.028
H -2.23173 3.00079 -2.76277 0.012 0.019 0.032
H -2.46473 4.74274 -3.00317 0.021 -0.022 0.033
H 3.18843 2.45733 -1.41256 -0.027 -0.011 -0.024
H 2.04804 1.87902 -4.20837 0.026 0.005 0.026
H 2.51849 0.67182 -3.02008 -0.010 0.010 0.000
H 3.74995 1.69495 -3.78354 -0.016 0.006 0.009
H 2.30960 4.46775 -3.55797 0.018 -0.010 0.027
H 3.98788 4.07720 -3.19602 -0.026 -0.011 0.007
H 2.98418 4.85170 -1.97266 -0.016 0.001 -0.004
H 1.96877 2.50605 0.67180 -0.088 0.060 0.039
H -0.96203 3.03443 1.43199 0.035 -0.030 -0.022
H 0.34298 2.61173 2.55598 -0.004 0.009 -0.049
H -0.24218 1.44450 1.35922 -0.062 0.015 -0.011
H 0.35485 5.09825 0.81762 0.001 0.001 -0.019
H 1.96601 4.98497 0.10787 0.004 -0.002 -0.006
H 1.72568 4.64644 1.82371 -0.027 -0.017 -0.028